--- P ---
Molecular formula: CH2NOP
Method: DFT, wB97M-V/def2-TZVPD

Computed properties:
E_LUMO (alpha / beta) in eV: -1.09 / -1.09
Charge: 0
Gap between HOMO and LUMO (alpha / beta) in eV: 8.1148 / 8.1160
HOMO level (alpha / beta) in eV: -9.20 / -9.20

Positions of all 6 atoms, in Å:
C -0.98 -0.75 0.11
N -0.06 1.65 0.08
O -2.08 -0.56 -0.11
P 0.60 0.35 -0.08
H 1.12 -0.54 -0.92
H 1.40 -0.17 0.93

=====

--- Q ---
Molecular formula: CH2NOP
Method: DFT, wB97M-V/def2-TZVPD

Computed properties:
E_LUMO in eV: -0.05
SMILES: N#COP
Charge: 0
Gap between HOMO and LUMO in eV: 10.3381
HOMO level in eV: -10.39

Positions of all 6 atoms, in Å:
N 3.51 0.11 0.27
C 2.37 0.11 0.15
O 1.11 0.05 -0.35
P -0.13 1.16 -0.02
H -0.29 1.80 -1.28
H -1.06 0.02 -0.04

=====

Order of stability, best first: Q, P

=====

--- P ---
Molecular formula: C2H7N4O
Method: DFT, wB97M-V/def2-TZVPD

Computed properties:
E_LUMO in eV: -3.64
Charge: +1
Gap between HOMO and LUMO in eV: 10.6792
HOMO level in eV: -14.32

Positions of all 14 atoms, in Å:
C 1.48 -0.22 -0.20
C -2.68 0.37 -0.15
N -3.21 -0.69 0.69
N 2.39 0.64 -0.76
N 0.86 0.12 0.89
N -1.98 -0.61 0.68
O 1.29 -1.34 -0.71
H -2.51 0.12 -1.18
H -2.73 1.30 0.21
H 0.04 -0.42 0.91
H 2.80 1.28 -0.12
H 2.72 0.28 -1.60
H 0.84 1.02 1.47
H 0.71 -1.84 -0.12

=====

--- Q ---
Molecular formula: C2H7N4O
Method: DFT, wB97M-V/def2-TZVPD

Computed properties:
E_LUMO (alpha / beta) in eV: -5.39 / -5.39
Charge: +1
Gap between HOMO and LUMO (alpha / beta) in eV: 8.8167 / 8.8166
HOMO level (alpha / beta) in eV: -14.21 / -14.21

Positions of all 14 atoms, in Å:
C -0.19 -1.30 0.12
C 0.18 0.25 2.08
N 0.74 -0.51 -0.47
N -2.64 0.95 0.20
N -0.92 -2.33 -0.01
N 0.47 -0.64 1.06
O -1.83 0.20 -0.42
H -0.84 0.58 2.14
H 0.55 -0.30 3.08
H 0.75 1.17 1.92
H 0.47 0.29 -1.01
H -3.42 1.24 -0.36
H -0.81 -2.67 -0.96
H -1.21 -2.90 0.83

=====

--- R ---
Molecular formula: C2H7N4O
Method: DFT, wB97M-V/def2-TZVPD

Computed properties:
E_LUMO (alpha / beta) in eV: -5.33 / -5.33
SMILES: [NH2+]=NCC(=[NH2+])N[O-]
Charge: +1
Gap between HOMO and LUMO (alpha / beta) in eV: 8.0610 / 8.0604
HOMO level (alpha / beta) in eV: -13.39 / -13.39

Positions of all 14 atoms, in Å:
N -0.74 -0.66 -1.82
N -0.41 0.44 -1.41
C 0.75 0.46 -0.67
C 0.27 0.25 0.76
N 0.26 1.28 1.63
N -0.49 -0.80 0.93
O -0.72 -1.72 0.08
H 0.04 -1.25 -1.89
H -1.63 -1.05 -2.03
H 1.37 1.46 -0.76
H 1.47 -0.27 -0.96
H 1.09 1.76 1.94
H -0.30 1.09 2.42
H -0.96 -0.98 1.79

=====

--- S ---
Molecular formula: C2H7N4O
Method: DFT, wB97M-V/def2-TZVPD

Computed properties:
E_LUMO (alpha / beta) in eV: -3.74 / -4.41
Charge: +1
Gap between HOMO and LUMO (alpha / beta) in eV: 8.6240 / 7.4775
HOMO level (alpha / beta) in eV: -12.37 / -11.89

Positions of all 14 atoms, in Å:
C -0.69 -2.45 -1.44
C 0.21 0.02 1.00
N 1.61 -1.30 -0.32
N 1.00 -0.11 -0.06
N -0.63 1.10 1.14
N -0.58 2.13 0.12
O 0.48 -2.36 -1.40
H -1.61 -2.05 -1.12
H 0.27 -0.89 1.73
H 2.27 -1.32 -1.04
H -1.22 1.29 1.95
H -0.52 3.01 0.57
H 0.91 0.68 -0.78
H -1.50 2.26 -0.34

=====

Order of stability, best first: P, R, S, Q

=====

--- P ---
Molecular formula: C3H11N3O
Method: DFT, wB97M-V/def2-TZVPD

Computed properties:
E_LUMO in eV: -3.41
Charge: 0
Gap between HOMO and LUMO in eV: 3.2542
HOMO level in eV: -6.66

Positions of all 18 atoms, in Å:
C -3.48 -0.28 -0.84
N -2.18 -0.91 -0.94
C -1.21 -0.06 -0.29
N 0.09 -0.56 0.11
H -4.10 -0.84 -1.54
H -3.54 0.78 -1.18
H -3.84 -0.30 0.21
H -1.38 0.23 -1.32
H -1.70 0.59 0.44
H 0.09 -1.62 0.17
H 0.92 -0.25 -0.42
N 2.51 0.36 1.61
C 3.25 0.34 0.31
O 2.50 0.00 -0.75
H 2.83 1.05 2.28
H 1.52 0.41 1.45
H 3.60 1.40 0.21
H 4.12 -0.33 0.47

=====

--- Q ---
Molecular formula: C3H11N3O
Method: DFT, wB97M-V/def2-TZVPD

Computed properties:
E_LUMO in eV: 0.83
SMILES: CCN(N)N.C=O
Charge: 0
Gap between HOMO and LUMO in eV: 9.6850
HOMO level in eV: -8.85

Positions of all 18 atoms, in Å:
C 1.88 0.10 -0.72
C 0.89 0.84 0.16
N -0.60 0.27 0.14
N -1.14 0.18 -1.16
N -1.46 1.13 0.88
H 2.83 0.63 -0.72
H 2.11 -0.88 -0.29
H 1.52 -0.01 -1.75
H 1.25 0.86 1.19
H 0.81 1.88 -0.19
H -1.08 1.06 -1.66
H -2.14 -0.01 -1.09
H -1.35 2.10 0.60
H -1.20 1.08 1.87
C -0.59 -2.21 0.65
O 0.45 -2.79 0.27
H -0.63 -1.84 1.69
H -1.55 -2.39 0.13

=====

Order of stability, best first: Q, P